Formula: C14H37I2OP2RuSi2
Source: the Open Molecules 2025 dataset
Level of theory: wB97M-V/def2-TZVPD

```
59
Properties=species:S:1:pos:R:3:forces:R:3:mulliken_spin:R:1
I 0.15790 -2.50746 -5.89047 0.07 -0.53 -0.36 0.966
I 0.13395 2.47420 -5.46028 0.01 0.19 0.00 0.991
Ru 0.06493 0.03110 -1.19470 -1.35 0.82 1.90 2.503
P -2.27330 -0.00106 -1.33939 -2.42 -0.47 -0.36 -0.015
C -2.87388 -0.06434 -3.06290 0.31 -0.02 0.24 -0.005
C -3.10619 -1.42850 -0.56060 0.15 0.08 0.39 0.016
H -4.18878 -1.23657 -0.53276 0.29 -0.05 -0.08 0.001
H -4.15924 1.33485 -0.64055 0.24 -0.02 -0.09 0.003
H -2.74286 -1.59673 0.46866 -0.24 0.08 -0.63 -0.002
H -2.70366 1.72278 0.33248 -0.27 -0.05 -0.58 0.001
H -2.50767 -0.99037 -3.53099 -0.28 0.32 0.02 0.000
H -2.90924 -2.31878 -1.16576 -0.07 0.08 0.12 0.000
C -3.07326 1.49318 -0.68155 0.19 0.10 0.50 0.025
H -3.96394 -0.05217 -3.05528 0.03 0.02 -0.10 -0.002
H -2.85472 2.32819 -1.35082 -0.05 0.00 0.09 0.003
H -2.47926 0.81074 -3.60044 -0.26 -0.28 0.00 -0.001
P 2.34249 -0.02276 -1.41334 2.17 -0.58 0.27 -0.041
C 2.89591 -0.07865 -3.12018 0.43 0.06 0.28 0.008
C 3.14404 1.46350 -0.72450 -0.13 -0.36 0.08 0.051
H 2.78283 -1.60495 0.38942 0.29 -0.09 -0.41 -0.007
H 4.24269 -1.23068 -0.61871 -0.39 -0.34 0.03 -0.001
H 2.95526 -2.33445 -1.26345 0.16 0.04 0.28 0.002
C 3.16301 -1.46177 -0.63380 -0.10 0.53 0.01 0.008
H 2.75382 1.64974 0.28664 0.32 0.13 -0.36 -0.018
H 4.22837 1.24950 -0.69448 -0.45 0.29 -0.01 0.001
H 3.99503 -0.07037 -3.09969 -0.28 0.00 -0.29 0.001
H 2.50899 0.79260 -3.64641 0.12 0.02 -0.19 -0.003
H 2.92327 2.29509 -1.40197 0.17 0.03 0.28 0.006
H 2.52839 -0.99270 -3.58000 0.12 -0.08 -0.21 -0.002
C -0.01173 -0.23580 -3.03811 0.06 -0.44 -6.21 -0.175
O -0.09830 -0.34039 -4.21224 0.38 0.65 5.48 0.068
C -1.59021 -1.69661 2.85790 0.25 0.30 -0.56 0.027
Si -0.01193 -1.68501 1.79462 0.28 -0.52 1.39 -0.028
C 1.38227 -2.04600 3.04858 0.01 0.37 -0.41 0.016
C -0.06564 -3.04716 0.53651 -0.06 0.32 -0.15 0.058
C 0.46338 0.03963 0.94525 -0.60 -0.69 0.51 0.473
Si -0.03219 1.73424 1.74368 0.08 1.20 1.40 -0.002
C 1.33421 2.13233 3.01562 0.08 -0.42 -0.36 0.028
C -0.05957 3.09526 0.47494 -0.06 -0.27 -0.14 0.073
C -1.64669 1.75504 2.75306 0.21 -0.32 -0.51 0.033
H -1.77355 -2.71257 3.21992 0.20 -0.05 -0.16 0.003
H -2.47456 -1.38909 2.31019 -0.23 0.11 0.16 0.000
H -1.49604 -1.06424 3.73808 0.06 0.07 -0.02 0.000
H 1.28990 -3.02523 3.52770 -0.31 0.01 -0.20 0.003
H 2.37020 -2.04383 2.58201 0.06 0.06 0.01 -0.002
H 1.40364 -1.31584 3.86409 -0.03 0.04 -0.14 -0.001
H -0.90621 -2.88645 -0.14107 0.04 -0.31 -0.12 -0.015
H 0.86176 -3.05968 -0.03604 0.01 -0.22 -0.09 -0.005
H -0.18623 -4.00532 1.05484 -0.01 0.12 -0.20 -0.001
H 1.48382 0.03556 1.26682 0.94 0.08 0.29 -0.017
H 2.32683 2.10045 2.56213 0.09 -0.08 -0.01 -0.003
H 1.25293 3.12983 3.45566 -0.36 0.03 -0.21 0.006
H 1.33811 1.43570 3.85864 -0.04 -0.08 -0.12 -0.001
H -0.90391 2.94371 -0.20524 0.14 0.34 -0.07 -0.020
H -0.16693 4.06407 0.98653 0.00 -0.27 -0.27 0.000
H 0.87311 3.09122 -0.09604 -0.08 0.22 -0.05 -0.008
H -2.49928 1.37150 2.19815 -0.18 -0.11 0.19 0.000
H -1.55448 1.18713 3.67845 0.05 -0.06 -0.08 0.000
H -1.88759 2.78437 3.04121 0.23 0.00 -0.18 0.004
```
Forces are in eV/Å.

Computed properties:
Energy relative to the best compared isomer or geometry (same formula, charge and spin) = 0.0 kJ/mol
Spin multiplicity = 6
E_tot = -70265.6797 eV
Net charge = +2
<S²> = 8.775
E_LUMO (spin up / spin down) = -7.1 / -9.7 eV

***

Formula: C5H8N
Source: the Open Molecules 2025 dataset
Level of theory: wB97M-V/def2-TZVPD

```
14
Properties=species:S:1:pos:R:3:forces:R:3:lowdin_charge:R:1
C 1.89230 -0.13140 -0.32448 -2.42 0.30 -1.48 -0.109
C 1.88419 0.92249 0.44250 -1.52 0.10 -0.03 0.249
C 0.48837 -0.55724 -0.72390 0.40 1.08 2.07 -0.125
C -0.43631 0.32306 0.06190 2.85 0.93 -0.19 -0.142
C -1.78611 0.83458 -0.07164 -0.43 1.08 -1.81 -0.013
N -0.12154 -1.00590 0.57668 -1.54 -2.25 0.60 0.125
H 2.54099 -0.72668 -0.86278 2.72 -0.69 -0.36 0.090
H 2.36359 1.73137 0.98517 0.00 -0.46 -0.13 0.085
H 0.17205 -1.22332 -1.50441 0.27 0.03 -0.66 0.155
H -2.38748 0.04045 -0.44008 -0.89 -1.05 -0.40 0.087
H -2.04866 1.69296 -0.76490 1.28 -0.93 0.62 0.137
H -2.17768 1.11276 0.84806 -0.68 0.44 1.94 0.072
H -0.84895 -1.72622 0.38986 0.34 0.58 0.46 0.190
H 0.46522 -1.28692 1.38802 -0.37 0.85 -0.64 0.200
```
Forces are in eV/Å.

Computed properties:
Energy relative to the best compared isomer or geometry (same formula, charge and spin) = 624.6 kJ/mol
E_tot = -6791.6147 eV
Net charge = +1
E_LUMO (spin up / spin down) = -4.7 / -5.1 eV

***

Formula: C4H12
Source: the Open Molecules 2025 dataset
Level of theory: wB97M-V/def2-TZVPD

```
16
Properties=species:S:1:pos:R:3:forces:R:3:lowdin_charge:R:1
C -0.36667 1.66034 -2.15385 -1.20 2.30 0.74 -0.184
C -0.87299 0.27468 -1.82575 0.24 -2.27 -0.61 -0.180
H 0.11745 1.53595 -3.07747 1.04 0.65 -1.16 0.031
H -1.11834 2.54996 -2.26570 0.55 -2.12 -0.14 0.098
H 0.26398 2.17068 -1.40903 0.40 -0.93 -0.19 0.060
H -0.64369 -0.55374 -2.63849 0.16 1.83 1.50 0.107
H -1.93058 0.21186 -1.83644 -1.24 0.21 0.29 0.035
H -0.55635 -0.14464 -0.85493 0.04 0.33 -0.43 0.039
C 0.13885 -0.60244 2.45033 -1.70 -0.27 -3.15 -0.173
C 1.12468 -1.35097 1.61298 1.19 0.31 0.28 -0.180
H -0.06012 0.34463 1.88696 -0.44 -0.72 0.66 0.083
H -0.72150 -1.27003 2.51472 -0.54 0.70 0.23 0.072
H 0.46491 -0.34019 3.37340 1.04 0.56 2.90 0.021
H 1.28748 -2.38595 1.90686 -0.12 -0.05 -0.03 0.067
H 2.06635 -0.82088 1.73021 0.44 -0.20 -0.43 0.065
H 0.80654 -1.27927 0.58619 0.14 -0.34 -0.46 0.040
```
Forces are in eV/Å.

Computed properties:
Energy relative to the best compared isomer or geometry (same formula, charge and spin) = 91.8 kJ/mol
E_tot = -4341.5765 eV
E_LUMO = 1.1 eV
SMILES = CC.CC